Entry from OMol25: one molecule with the formula C4H2O3S at a distorted geometry (ωB97M-V/def2-TZVPD).

Calculated values
Molar mass, g/mol: 130.12
F_max, eV Å⁻¹: 5.3
SMILES: O=C(O)C(=S)C#CO
Multiplicity: 1
Kohn-Sham gap (spin up / spin down), eV: 7.59 / 6.58
Calculated total energy, eV: -21152.10778

Last column: natural (NBO) charge in e.
Element x y z (Å)
O: 0.39167 1.45664 -1.14730  -0.5810
C: 0.91568 0.95648 -0.18115  0.6786
O: 1.53183 1.67146 0.76038  -0.6674
C: 0.92356 -0.50782 0.06468  -0.0158
S: 3.02645 -0.72944 0.10272  -0.0368
C: -0.48786 -0.97781 0.06610  -0.2299
C: -1.59747 -1.46741 0.03195  0.4486
O: -2.81464 -1.85697 0.01059  -0.6162
H: 1.55287 2.61020 0.51357  0.5012
H: -3.44210 -1.15533 -0.22154  0.5187

---

Entry from OMol25: one molecule with the formula C4H6O2 (ωB97M-V/def2-TZVPD).

Calculated values
Molar mass, g/mol: 86.09
F_max, eV Å⁻¹: 0.5
SMILES: O/C=C\[C@H]1CO1
Multiplicity: 1
Kohn-Sham gap, eV: 9.77
Calculated total energy, eV: -8338.25991

Last column: natural (NBO) charge in e.
Element x y z (Å)
O: 0.04865 -1.10595 -1.76430  -0.6809
C: 0.12256 -1.58916 -0.50602  0.1915
C: -0.11072 -0.93514 0.62807  -0.3890
C: -0.37390 0.50526 0.73260  0.0330
C: 0.41453 1.58297 0.13105  -0.1069
O: -0.81385 1.16820 -0.46779  -0.5175
H: -0.34797 -0.21377 -1.70480  0.5012
H: 0.42329 -2.63196 -0.46212  0.1808
H: -0.15753 -1.48195 1.56420  0.2226
H: -0.87374 0.77675 1.65702  0.1879
H: 0.34162 2.55708 0.61287  0.1862
H: 1.32705 1.36768 -0.42078  0.1911

---

Entry from OMol25: a 7-piece molecular cluster, C39H103N6O13 overall at a distorted geometry (ωB97M-V/def2-TZVPD).

Calculated values
Molar mass, g/mol: 864.28
F_max, eV Å⁻¹: 3.4
Multiplicity: 1
Kohn-Sham gap, eV: 4.74
Calculated total energy, eV: -77614.27656
Net charge: +5

Last column: Löwdin charge in e.
Element x y z (Å)
C: -1.46228 0.93485 -0.91430  -0.0947
C: -2.47933 0.01965 -0.09916  -0.7033
C: -3.87788 0.57257 -0.10962  -0.1196
O: -2.45683 -1.30593 -0.51007  -0.4259
H: -1.44308 0.63911 -1.96323  0.0375
H: -0.43679 0.80731 -0.56760  0.0398
H: -1.85343 1.95071 -0.85823  0.0397
H: -2.14908 -0.06861 0.93584  0.0849
H: -4.28634 0.64141 -1.11785  0.0561
H: -3.88002 1.55543 0.36163  0.0552
H: -4.60602 0.00990 0.47459  0.0610
C: 7.85500 -0.68721 8.02232  -0.0582
O: 6.55301 -0.24804 8.46797  -0.2212
C: 6.49041 -0.03231 9.88610  -0.1599
C: 5.08852 0.52849 10.21062  -0.0697
N: 4.62069 1.46971 9.15057  0.0596
H: 5.10049 2.35521 9.22671  0.1744
H: 4.99049 1.06441 8.30258  0.1429
C: 3.13781 1.91708 9.07224  -0.0510
C: 2.33001 0.88972 8.37732  -0.2151
O: 2.76481 0.37210 7.11474  -0.2023
C: 1.93558 -0.64996 6.51784  -0.0620
H: 7.78073 -1.18922 7.05765  0.0933
H: 8.22463 -1.45426 8.70283  0.0934
H: 8.61157 0.09419 7.95083  0.0971
H: 7.22583 0.70510 10.20779  0.1353
H: 6.67097 -1.00841 10.33635  0.1403
H: 5.15102 1.13027 11.11730  0.1433
H: 4.30843 -0.22892 10.28727  0.1342
H: 3.24595 2.71294 8.33533  0.1374
H: 2.81623 2.21164 10.07120  0.1566
H: 1.27555 1.11104 8.21225  0.1416
H: 2.49098 0.07747 9.08613  0.1196
H: 0.90437 -0.29699 6.52900  0.0892
H: 2.09028 -1.59460 7.03920  0.0923
H: 2.24398 -0.83893 5.48959  0.0886
C: -7.47343 -3.54341 -6.18598  -0.0547
O: -6.14774 -3.02479 -6.46423  -0.2044
C: -5.23468 -3.64665 -5.61670  -0.2209
C: -3.79190 -3.04555 -5.82501  -0.0268
N: -3.72312 -1.49207 -5.63481  0.0828
H: -3.79162 -1.28205 -4.64927  0.1707
H: -2.76533 -1.22937 -5.81845  0.1641
C: -4.60121 -0.63302 -6.52971  -0.0908
C: -4.08945 0.78411 -6.62956  -0.1906
O: -4.01666 1.54347 -5.41762  -0.1755
C: -5.22861 2.00747 -4.88035  -0.1019
H: -8.17090 -2.91370 -6.73834  0.0969
H: -7.82925 -3.40994 -5.16437  0.0967
H: -7.61856 -4.54481 -6.59122  0.1020
H: -5.29134 -4.73184 -5.70174  0.1346
H: -5.51310 -3.47387 -4.57711  0.1220
H: -3.36801 -3.33021 -6.78802  0.1331
H: -3.14283 -3.39158 -5.02060  0.1253
H: -5.65858 -0.75695 -6.29582  0.1311
H: -4.51467 -1.23726 -7.43276  0.1384
H: -4.86011 1.25918 -7.23659  0.1339
H: -3.24266 0.93310 -7.29952  0.1336
H: -5.59582 2.96836 -5.24086  0.0962
H: -4.89211 2.22380 -3.86642  0.0925
H: -6.08546 1.33854 -4.80015  0.0929
C: -7.02800 -5.01135 1.23392  -0.0851
O: -6.85932 -6.05357 2.15080  -0.1898
C: -5.89430 -7.02365 1.84948  -0.1890
C: -4.45440 -6.45090 1.88959  -0.0663
N: -4.19699 -5.53988 3.08632  0.0690
H: -3.20044 -5.57436 3.24688  0.1596
H: -4.38353 -4.58044 2.83181  0.1537
C: -4.87345 -5.88244 4.46966  -0.0279
C: -4.56921 -4.74303 5.44785  -0.2092
O: -4.92048 -3.54999 4.78729  -0.1974
C: -6.21778 -3.05641 5.17283  -0.0500
H: -6.09153 -4.53809 0.93873  0.0824
H: -7.73387 -4.27292 1.61413  0.1055
H: -7.45194 -5.36248 0.29313  0.0975
H: -6.04878 -7.58749 0.92954  0.1382
H: -6.05273 -7.79292 2.60527  0.1357
H: -4.17425 -5.82707 1.04078  0.1300
H: -3.75289 -7.25031 2.12822  0.1323
H: -4.58061 -6.87066 4.82427  0.1456
H: -5.87965 -5.75889 4.06918  0.1107
H: -3.50462 -4.78925 5.67722  0.1215
H: -4.89663 -4.81717 6.48487  0.1411
H: -6.97737 -3.63348 4.64549  0.0877
H: -6.19499 -2.04061 4.77821  0.1000
H: -6.47585 -3.06054 6.23183  0.1000
C: 4.32810 -5.01434 1.56257  -0.0531
O: 4.45809 -5.49995 0.16676  -0.1691
C: 4.21537 -4.42738 -0.79050  -0.2060
C: 2.77685 -4.02222 -0.98336  -0.0877
N: 1.85908 -5.25397 -1.12842  0.0822
H: 2.08004 -5.79998 -0.30797  0.1528
H: 0.90445 -4.92865 -1.07418  0.1754
C: 2.13462 -6.06601 -2.40576  -0.0661
C: 1.43775 -7.42318 -2.32532  -0.2139
O: 0.03678 -7.29238 -2.52141  -0.1709
C: -0.65773 -8.53230 -2.32554  -0.0771
H: 5.01041 -4.18882 1.76529  0.0949
H: 4.39613 -5.85503 2.25301  0.0974
H: 3.33560 -4.64815 1.82514  0.0717
H: 4.69318 -4.65755 -1.74277  0.1294
H: 4.72655 -3.49677 -0.54406  0.1305
H: 2.64456 -3.60416 -1.98127  0.1327
H: 2.41723 -3.34966 -0.20461  0.1360
H: 3.18564 -6.30336 -2.57038  0.1392
H: 1.76771 -5.41962 -3.20303  0.1427
H: 1.71518 -7.88456 -1.37755  0.1337
H: 2.00674 -7.96225 -3.08278  0.1400
H: -0.52239 -9.28366 -3.10350  0.0968
H: -1.72118 -8.29323 -2.33219  0.0922
H: -0.33688 -9.05299 -1.42331  0.0897
C: 1.73696 4.12838 -10.21737  -0.0662
O: 2.71161 3.53649 -9.37234  -0.2062
C: 3.89105 4.25134 -9.24634  -0.2296
C: 4.67975 3.74315 -8.03755  -0.0664
N: 3.79431 3.38890 -6.85744  0.0884
H: 3.36086 2.50420 -7.07999  0.1626
H: 4.40701 3.08234 -6.11534  0.1642
C: 2.74501 4.42571 -6.26658  -0.0423
C: 3.39677 5.71797 -5.88669  -0.1743
O: 4.09546 6.40887 -6.98345  -0.2237
C: 4.48187 7.78989 -6.72414  -0.0437
H: 1.38843 3.38777 -10.93717  0.0988
H: 2.03527 4.93405 -10.88820  0.1009
H: 1.00333 4.48613 -9.49494  0.0903
H: 3.72968 5.32589 -9.33239  0.1235
H: 4.41170 4.08752 -10.18984  0.1418
H: 5.34281 4.57630 -7.80455  0.1287
H: 5.27784 2.88053 -8.33129  0.1419
H: 2.30032 3.90662 -5.41753  0.1338
H: 1.93070 4.41787 -6.99111  0.1281
H: 4.06777 5.55660 -5.04299  0.1305
H: 2.54601 6.31376 -5.55600  0.1348
H: 3.73391 8.47295 -6.32153  0.0948
H: 4.86736 8.13864 -7.68220  0.0998
H: 5.34338 7.70710 -6.06153  0.0895
C: -1.49400 5.19121 4.30526  -0.0917
O: -0.09115 5.43865 4.39750  -0.2101
C: 0.67483 5.32458 3.16122  -0.1580
C: 0.42554 6.52952 2.30333  -0.0456
N: 0.65185 7.87104 3.09864  0.0705
H: 0.42831 8.63346 2.47508  0.1690
H: -0.11875 7.92588 3.74923  0.1575
C: 1.87825 8.23650 3.90396  -0.0706
C: 2.94863 8.68470 2.94742  -0.1774
O: 3.37919 7.46542 2.28797  -0.2139
C: 4.36296 7.59664 1.27756  -0.0830
H: -1.57670 4.14232 4.02054  0.0879
H: -2.09641 5.65202 3.52240  0.0865
H: -2.00926 5.30523 5.25899  0.1014
H: 0.30418 4.39640 2.72626  0.1341
H: 1.69151 5.19183 3.53115  0.1310
H: -0.59426 6.63795 1.93404  0.1332
H: 1.12124 6.73835 1.49063  0.1248
H: 2.23062 7.36447 4.45485  0.1419
H: 1.49397 9.06997 4.49199  0.1508
H: 3.75540 9.14676 3.51639  0.1401
H: 2.61318 9.46720 2.26678  0.1352
H: 4.58283 6.55123 1.06102  0.0907
H: 5.28562 7.96142 1.72893  0.0990
H: 4.06588 8.09844 0.35667  0.0955

---

Entry from OMol25: a 4-piece molecular cluster, C21H41BO11 overall at a distorted geometry (ωB97M-V/def2-TZVPD).

Calculated values
Molar mass, g/mol: 480.36
F_max, eV Å⁻¹: 5.7
SMILES: CCOCCOCBCC(=O)OC(C)=O.CCOC(C)=O.CCOC(C)=O.CCOC(C)=O
Multiplicity: 1
Kohn-Sham gap, eV: 9.60
Calculated total energy, eV: -45637.07925

Last column: Löwdin charge in e.
Element x y z (Å)
C: 0.86950 1.02303 2.58231  -0.0857
C: -0.56438 1.43452 3.22819  -0.2347
O: -0.72172 0.82979 4.54138  -0.1847
C: -1.41380 -0.43396 4.45330  -0.2043
C: -1.11982 -1.22721 5.84030  -0.1698
O: 0.28245 -1.30736 6.17553  -0.1985
C: 1.08713 -1.74303 5.04956  -0.1727
B: 2.43910 -2.56622 5.50370  0.0155
C: 3.47900 -2.90191 4.26174  -0.0489
C: 2.92182 -4.13409 3.38939  -0.3279
O: 3.77956 -4.99736 3.05394  0.0883
O: 1.54370 -4.31808 3.02957  0.0397
C: 1.18667 -3.55733 1.88270  -0.3709
C: -0.32120 -3.61263 1.29578  0.0158
O: 1.98266 -2.78771 1.29789  0.0561
H: 1.10588 1.65776 1.66423  0.0782
H: 0.85873 -0.10959 2.34659  0.0657
H: 1.66012 1.14057 3.41843  0.0820
H: -1.36373 1.09565 2.48210  0.1197
H: -0.62751 2.57415 3.33279  0.1243
H: -2.56325 -0.31769 4.35641  0.1360
H: -1.07935 -1.05492 3.53398  0.1066
H: -1.51279 -2.31472 5.77764  0.1341
H: -1.72281 -0.65406 6.64278  0.1379
H: 0.46474 -2.40764 4.34432  0.1190
H: 1.49349 -0.79529 4.51726  0.1171
H: 2.65391 -2.84952 6.62845  0.0658
H: 4.54640 -3.10758 4.64547  0.1213
H: 3.55515 -1.92543 3.65621  0.1259
H: -0.33708 -3.79169 0.16479  0.0977
H: -0.93538 -4.42780 1.81522  0.0884
H: -0.88098 -2.62505 1.47247  0.0857
C: 2.04583 0.88094 -2.28418  -0.0616
C: 1.64574 -0.18776 -1.28624  -0.2255
O: 0.30931 0.03115 -0.80413  -0.0127
C: -0.80188 -0.41233 -1.41292  -0.5151
C: -0.70295 -0.90382 -2.83117  0.0185
O: -1.87476 -0.34435 -0.85161  0.0726
H: 1.40511 0.86153 -3.16849  0.0690
H: 3.08057 0.74357 -2.60253  0.0829
H: 1.94349 1.87417 -1.84030  0.0820
H: 1.75997 -1.19792 -1.68503  0.1151
H: 2.30000 -0.12556 -0.41315  0.1210
H: -0.89052 -0.07337 -3.51249  0.1000
H: -1.46497 -1.67173 -2.98311  0.0917
H: 0.25039 -1.37003 -3.06943  0.0738
C: 2.72942 5.12098 -5.60554  -0.0661
C: 2.63502 5.12747 -4.09235  -0.2295
O: 3.28490 3.97732 -3.53080  -0.0159
C: 4.60148 3.90810 -3.24222  -0.5171
C: 5.51897 4.95870 -3.80584  0.0078
O: 5.04327 2.97594 -2.60602  0.0946
H: 3.76646 5.17451 -5.94237  0.0677
H: 2.18317 5.96640 -6.02810  0.0825
H: 2.31239 4.19470 -6.00876  0.0846
H: 3.01841 6.05062 -3.65241  0.1140
H: 1.58442 5.05892 -3.79881  0.1235
H: 5.90577 4.61884 -4.76703  0.0978
H: 6.35125 5.09579 -3.11231  0.0940
H: 5.05309 5.93526 -3.91862  0.0700
C: -4.66168 -1.63609 -0.93152  -0.0736
C: -4.89979 -0.49744 -1.90242  -0.2292
O: -5.44039 -0.98144 -3.14276  -0.0044
C: -6.75099 -1.18077 -3.37562  -0.5282
C: -7.69836 -1.19886 -2.20678  0.0044
O: -7.14297 -1.41569 -4.49561  0.0940
H: -5.59409 -2.14133 -0.66988  0.0664
H: -4.19701 -1.26841 -0.01549  0.0729
H: -4.00855 -2.38865 -1.38047  0.0806
H: -5.52800 0.28976 -1.47939  0.1157
H: -3.94322 -0.03061 -2.14668  0.1040
H: -7.80191 -2.22219 -1.84483  0.0954
H: -8.67133 -0.83856 -2.54759  0.0916
H: -7.40126 -0.54538 -1.38943  0.0684

---

Entry from OMol25: C21H13N4O2Pt as an isolated structure at a distorted geometry (ωB97M-V/def2-TZVPD).

Calculated values
Molar mass, g/mol: 548.44
F_max, eV Å⁻¹: 1.7
Multiplicity: 3
Kohn-Sham gap (spin up / spin down), eV: 4.74 / 6.65
Calculated total energy, eV: -35289.15149
Net charge: -1
⟨S²⟩: 2.037

Last column: Löwdin spin population.
Element x y z (Å)
Pt: 0.04620 -0.14600 0.03950  0.6180
C: -2.00230 3.31420 -1.44170  0.0660
C: -1.00440 3.96020 -2.15680  -0.0010
C: 0.24080 3.38710 -2.30590  0.0492
C: 0.54050 2.14630 -1.72090  0.0237
C: -0.50110 1.48470 -1.02050  0.0910
C: -1.74630 2.05840 -0.89350  0.0123
C: 1.83650 1.52090 -1.73280  0.1842
C: 3.01080 1.98640 -2.33650  0.0048
C: 4.18130 1.27030 -2.24520  0.1660
C: 4.21470 0.04580 -1.52050  0.0276
C: 5.35050 -0.75050 -1.37650  0.0388
C: 5.29590 -1.93380 -0.65660  0.0372
C: 4.10970 -2.34700 -0.06340  0.0379
C: 2.96550 -1.58490 -0.19600  0.0407
C: 3.00110 -0.38340 -0.91600  0.0363
N: 1.88000 0.34450 -1.03660  0.2872
H: -2.96490 3.78140 -1.29590  0.0049
H: -1.20680 4.92850 -2.59320  -0.0018
H: 1.01020 3.91190 -2.85320  0.0028
H: -2.53250 1.54110 -0.36080  0.0041
H: 2.99710 2.91500 -2.88700  -0.0038
H: 5.09020 1.61340 -2.72020  0.0114
H: 6.28150 -0.43080 -1.83140  0.0008
H: 6.18430 -2.54210 -0.55550  0.0019
H: 4.08000 -3.26600 0.50460  0.0018
H: 2.02150 -1.89290 0.24970  0.0025
N: 0.24930 -0.03070 2.22860  0.0349
C: 0.44230 -0.09780 3.37580  0.0170
C: 0.66310 -0.18200 4.71380  0.0108
C: 1.11930 0.90920 5.44790  0.0022
N: 1.49510 1.79310 6.08610  0.0054
C: 0.44100 -1.37380 5.39940  0.0022
N: 0.25480 -2.34710 5.98880  0.0054
C: -2.69410 -2.50040 -2.17930  0.0076
O: -2.05810 -1.32740 -1.66810  0.0242
C: -1.08070 -1.54360 -0.78620  0.0973
O: -0.74570 -2.66050 -0.43370  0.0459
H: -3.43090 -2.15590 -2.90010  0.0006
H: -3.17400 -3.05040 -1.36530  0.0007
H: -1.95870 -3.15300 -2.65710  0.0014

---

Entry from OMol25: C3H8O2S as an isolated structure at a distorted geometry (ωB97M-V/def2-TZVPD).

Calculated values
Molar mass, g/mol: 108.16
F_max, eV Å⁻¹: 3.0
Multiplicity: 1
Kohn-Sham gap, eV: 9.11
Calculated total energy, eV: -18168.12127

Last column: natural (NBO) charge in e.
Element x y z (Å)
C: -1.29722 -0.52221 0.20391  -0.6924
C: 1.08901 0.00166 0.50668  -0.1277
C: 0.03029 -0.55651 -0.40425  0.1579
O: 2.39189 -0.19755 0.13016  -0.7008
O: 0.07698 0.65742 -1.87760  -0.8127
S: 0.88532 2.02089 -1.72189  0.3275
H: -2.08092 -0.04382 -0.45216  0.2611
H: -1.59853 -1.58141 0.44974  0.2427
H: -1.31960 0.21606 1.02008  0.2209
H: 0.78514 1.04532 0.59664  0.1875
H: 0.92601 -0.35240 1.50613  0.2004
H: 0.31902 -1.43378 -0.90894  0.2040
H: 2.54037 0.19482 -0.74566  0.4772
H: 2.15669 1.78108 -2.40403  0.0544